No. 1
{
  "formula": "C21H25N5O4",
  "method": "the ωB97M-V functional and the def2-TZVPD basis",
  "homo_ev": -7.89,
  "smiles": "CCOC(=O)Cn1c(=O)c2c(nc3n2CCCCN3c2ccc(C)cc2)n(C)c1=O",
  "energy_ev": -37825.788,
  "homo_lumo_gap_ha": 0.313,
  "e_lumo_ev": 0.627,
  "fmax_ev_per_a": 1.5,
  "species": ["C", "C", "O", "C", "O", "C", "N", "C", "O", "C", "C", "N", "C", "N", "C", "C", "C", "C", "N", "C", "C", "C", "C", "C", "C", "C", "N", "C", "C", "O", "H", "H", "H", "H", "H", "H", "H", "H", "H", "H", "H", "H", "H", "H", "H", "H", "H", "H", "H", "H", "H", "H", "H", "H", "H"],
  "xyz": [[-5.17906, 1.69565, 2.30377], [-5.36129, 0.21700, 1.99544], [-4.56515, -0.15627, 0.86852], [-5.14054, -0.08569, -0.33165], [-6.30254, 0.13645, -0.52863], [-4.13893, -0.38750, -1.43804], [-2.78163, -0.07569, -1.03600], [-1.87102, -1.13880, -0.96830], [-2.18663, -2.26931, -1.29921], [-0.60345, -0.69243, -0.49861], [-0.36249, 0.62434, -0.14340], [0.90284, 0.78282, 0.29254], [1.45366, -0.42169, 0.20241], [0.58754, -1.35761, -0.27334], [0.86686, -2.70021, -0.72506], [1.38127, -3.62741, 0.37150], [2.79456, -3.26620, 0.81774], [2.84439, -1.89000, 1.48558], [2.72586, -0.76782, 0.56851], [3.83786, 0.04939, 0.30779], [5.11413, -0.51000, 0.28803], [6.22080, 0.27353, 0.01700], [6.09561, 1.62715, -0.25744], [7.29324, 2.48276, -0.53835], [4.81776, 2.17426, -0.25526], [3.70506, 1.40708, 0.02500], [-1.32032, 1.58517, -0.22679], [-1.02579, 2.94545, 0.16538], [-2.57743, 1.24934, -0.67396], [-3.47020, 2.06552, -0.75746], [-5.81034, 1.97815, 3.14139], [-5.45226, 2.28597, 1.43246], [-4.14084, 1.90465, 2.55046], [-5.01374, -0.40949, 2.82030], [-6.41026, -0.00340, 1.77380], [-4.42610, 0.18992, -2.32040], [-4.16461, -1.45719, -1.66986], [-0.07128, -3.08626, -1.12963], [1.60838, -2.64876, -1.53183], [1.37356, -4.64445, -0.02248], [0.70174, -3.59338, 1.22562], [3.14566, -4.00939, 1.53574], [3.46635, -3.28111, -0.04269], [3.78237, -1.77132, 2.03033], [2.02866, -1.82442, 2.21576], [5.25661, -1.56463, 0.46756], [7.19925, -0.18567, 0.01060], [7.12866, 3.09494, -1.42330], [8.17979, 1.87303, -0.69356], [7.48090, 3.15400, 0.29994], [4.69174, 3.22609, -0.46874], [2.72418, 1.85181, 0.03385], [-0.32240, 3.39212, -0.53820], [-1.95982, 3.50360, 0.16106], [-0.57998, 2.94597, 1.15915]],
  "atomic_forces_ev_per_a": [[0.0475, -0.3548, -0.2372], [-0.4129, 0.1933, 0.3054], [0.2918, -0.1300, 0.1607], [0.0284, -0.0729, -0.3647], [-0.0694, 0.0213, -0.0535], [-0.2452, 0.0300, -0.0298], [-0.2462, -0.0596, -0.2080], [0.2567, -0.0547, 0.0433], [-0.0067, -0.1246, 0.0246], [-0.0416, 0.8334, 0.2066], [0.1284, -1.4124, -0.3504], [-0.1453, 0.3653, 0.1951], [-0.5402, -0.1099, -0.2191], [0.0415, 0.5030, 0.2545], [0.1289, -0.6975, -0.1525], [0.2171, 0.1594, -0.1948], [-0.2262, 0.0794, 0.2266], [0.1800, -0.4154, 0.1142], [-0.1275, -0.2000, 0.0228], [0.3561, 0.2568, -0.1896], [-0.1268, -0.0385, 0.0760], [-0.0233, 0.1221, 0.0135], [0.0042, -0.0010, -0.0340], [-0.0300, 0.0326, 0.0480], [0.1791, -0.1822, -0.0018], [-0.1107, 0.0904, 0.0006], [-0.0667, 0.0544, 0.0531], [-0.0027, 0.3059, 0.0688], [0.2571, 0.0941, -0.0115], [-0.3032, 0.1349, -0.0797], [-0.0589, 0.0491, 0.1080], [-0.0373, 0.0856, -0.0240], [0.0830, 0.0617, 0.0468], [-0.0631, 0.0427, -0.1295], [0.1958, -0.0321, 0.1008], [-0.0058, -0.0958, 0.1818], [-0.0490, 0.2341, 0.0470], [0.1702, 0.1062, 0.0008], [-0.0969, -0.0121, 0.0282], [-0.0572, -0.0209, -0.0025], [-0.0641, -0.0505, 0.0099], [0.0577, -0.0293, 0.0079], [0.0898, -0.0161, 0.0015], [-0.1195, 0.0355, -0.0181], [0.0933, 0.0207, 0.0119], [-0.0269, -0.1151, 0.0052], [0.0959, -0.0362, -0.0126], [0.0666, 0.0538, -0.0578], [0.0898, 0.0127, -0.0265], [0.0915, 0.0639, 0.0088], [-0.0333, 0.1180, -0.0248], [0.0790, 0.0620, 0.0187], [-0.0116, 0.0420, 0.0368], [0.1282, -0.0465, 0.0139], [-0.0093, 0.0435, -0.0195]]
}

---

No. 2
{
  "formula": "C21H26BrN3O3PPb",
  "method": "the ωB97M-V functional and the def2-TZVPD basis",
  "homo_ev": -9.21,
  "energy_ev": -117384.853,
  "homo_lumo_gap_ha": 0.166,
  "e_lumo_ev": -4.686,
  "charge": 1,
  "fmax_ev_per_a": 3.6,
  "species": ["Pb", "Br", "C", "C", "C", "C", "C", "C", "N", "C", "C", "C", "C", "C", "C", "N", "H", "H", "H", "H", "H", "H", "H", "H", "H", "C", "O", "P", "O", "C", "O", "C", "H", "H", "H", "H", "H", "H", "H", "H", "H", "C", "C", "C", "C", "C", "C", "N", "H", "H", "H", "H", "H", "H", "H", "H"],
  "xyz": [[0.83436, 0.09731, -0.16889], [1.24851, -0.49740, -7.82989], [1.19983, 0.19182, -6.09229], [1.98566, -0.27231, -5.04262], [1.73863, 0.20402, -3.74327], [0.69563, 1.12751, -3.49974], [-0.04950, 1.64407, -4.55424], [0.22271, 1.18670, -5.85764], [0.49255, 1.46736, -2.17079], [-0.12268, 2.57479, -1.81785], [-0.32794, 2.97404, -0.46095], [-1.08759, 4.13166, -0.12776], [-1.09980, 4.57102, 1.17792], [-0.36614, 3.84279, 2.13462], [0.33166, 2.71122, 1.78572], [0.33889, 2.29850, 0.50496], [2.79617, -1.02263, -5.19103], [2.39107, -0.07470, -2.86832], [-0.88925, 2.30470, -4.35252], [-0.37204, 1.54417, -6.71747], [-0.50570, 3.25698, -2.62049], [-1.62879, 4.66673, -0.93410], [-1.64767, 5.45801, 1.48425], [-0.38070, 4.15854, 3.16640], [0.90964, 2.16261, 2.54980], [3.41577, -2.45505, 2.69020], [1.98078, -2.47800, 2.84413], [1.04171, -1.15596, 2.64091], [1.72343, -0.14162, 3.68482], [1.43301, -0.17686, 5.15528], [-0.19503, -1.68938, 3.50944], [-0.69262, -2.99170, 3.31523], [3.80124, -3.13528, 3.47037], [3.79527, -1.44803, 2.84573], [3.63829, -2.81890, 1.67246], [0.44257, 0.24244, 5.33030], [2.21420, 0.42711, 5.64111], [1.46266, -1.22642, 5.47693], [-1.71525, -3.01311, 3.66665], [-0.10997, -3.68553, 3.94564], [-0.66056, -3.25695, 2.26648], [-0.02646, -2.64655, -1.73317], [-1.22633, -2.13209, -1.07984], [-2.60043, -2.54840, -1.15784], [-3.34974, -1.67544, -0.33814], [-2.42798, -0.74340, 0.21365], [-2.69483, 0.37374, 1.11430], [-1.17842, -1.02682, -0.26283], [-0.20936, -3.55169, -2.36263], [0.72564, -2.89611, -1.00319], [0.39277, -1.86252, -2.38742], [-3.03016, -3.31614, -1.77973], [-4.40707, -1.80409, -0.17672], [-3.66814, 0.37485, 1.61515], [-2.64528, 1.33099, 0.53420], [-1.93726, 0.41937, 1.89471]],
  "atomic_forces_ev_per_a": [[0.6303, -1.9141, -0.0096], [0.3892, -0.1821, -0.0873], [-0.8878, 0.8994, 0.6463], [0.6436, -0.4359, 0.6870], [0.1975, 0.1873, 0.1712], [0.9315, -0.7330, -0.7773], [0.1439, -0.6710, -1.0410], [-0.2834, 0.0227, 0.2821], [-1.5718, 2.8765, 1.5412], [0.4559, -1.6072, -3.0827], [-0.2123, 1.3407, 2.3400], [0.3088, -0.5122, -1.3336], [0.4457, -0.5884, 0.6546], [-0.6764, 0.7733, -0.0146], [-0.0140, -0.0182, -0.4247], [-0.5229, 0.1353, 0.1367], [-0.8324, 0.7227, -0.0260], [-0.7615, 0.0613, -1.1774], [0.1762, -0.0792, -0.3074], [0.3663, -0.2150, 0.7011], [0.3509, -0.4326, 0.8805], [0.4343, -0.3917, 0.6686], [0.0495, -0.1756, -0.1461], [0.0939, 0.0654, 0.0649], [-0.3430, 0.0173, -0.7001], [-0.5405, -0.4947, -0.1605], [-0.1231, 0.2262, -0.3122], [0.7038, -0.8426, 1.4679], [-0.6224, 0.8752, 0.9717], [0.5311, -0.3678, -0.9626], [0.0905, 1.2401, -0.1379], [-0.0974, -1.0071, 0.5691], [0.0131, 0.3526, -0.5758], [0.1665, 0.0104, 0.0040], [0.2408, 0.1196, 0.5420], [0.1293, -0.0485, -0.0437], [-0.3307, -0.3325, -0.3059], [0.0400, 0.4528, 0.0741], [-0.2370, 0.1005, -0.0587], [-0.1812, 0.1213, -0.5512], [-0.0282, -0.3164, -0.2103], [0.4057, -0.3537, -1.2454], [-3.6101, -0.3659, 0.0489], [2.1593, 0.9182, 0.1557], [1.6937, 0.6496, 0.3866], [-1.8937, -2.0116, -1.0945], [0.1150, 1.6647, 0.0122], [0.6800, 0.5127, 0.2254], [0.0409, 0.7987, 0.5603], [0.5512, -0.3263, 0.3191], [0.1081, -0.3343, -0.1216], [0.2695, -0.2532, 0.0380], [-0.0526, 0.4126, 0.2420], [0.1477, -0.3256, -0.2814], [-0.0373, -0.3448, 0.5264], [0.1559, 0.1242, 0.2716]]
}

---

No. 3
{
  "formula": "C21H26F2NO5Pb",
  "method": "the ωB97M-V functional and the def2-TZVPD basis",
  "homo_ev": -10.38,
  "energy_ev": -44597.577,
  "homo_lumo_gap_ha": 0.277,
  "e_lumo_ev": -2.846,
  "charge": 1,
  "fmax_ev_per_a": 4.0,
  "species": ["Pb", "C", "C", "O", "C", "C", "O", "C", "C", "O", "C", "C", "O", "C", "C", "O", "H", "H", "H", "H", "H", "H", "H", "H", "H", "H", "H", "H", "H", "H", "H", "H", "H", "H", "H", "H", "F", "C", "C", "C", "C", "C", "F", "C", "C", "C", "C", "C", "C", "N", "H", "H", "H", "H", "H", "H"],
  "xyz": [[7.72061, 9.66267, 7.60911], [10.68475, 8.38587, 6.23802], [9.85599, 8.65464, 4.96789], [8.45363, 8.44156, 5.22792], [7.61872, 7.75215, 4.27067], [6.21291, 7.99846, 4.66326], [6.09205, 7.74064, 6.08789], [4.80415, 7.71280, 6.67556], [4.83510, 7.10740, 8.04375], [5.83305, 7.86680, 8.82406], [6.85203, 7.05177, 9.43320], [7.67383, 7.91349, 10.34299], [8.74888, 8.40908, 9.58726], [9.45033, 9.49972, 10.16565], [11.12207, 10.04728, 8.13570], [10.23800, 9.44909, 7.13815], [11.79469, 8.36246, 5.98533], [10.46945, 7.43238, 6.70949], [10.17763, 8.03372, 4.10008], [9.82394, 9.70392, 4.61864], [7.86948, 6.65196, 4.27916], [7.77852, 8.08734, 3.23107], [5.47352, 7.47967, 4.05354], [5.93077, 9.07847, 4.62143], [4.12512, 7.17013, 5.98558], [4.47876, 8.75883, 6.73497], [5.18217, 6.00924, 8.16244], [3.95431, 7.14350, 8.63818], [7.46222, 6.61082, 8.64702], [6.37462, 6.21570, 10.00400], [7.97325, 7.24761, 11.20404], [7.25756, 8.78713, 10.87441], [9.47916, 9.24972, 11.26539], [7.84432, 10.65938, 10.69191], [12.20134, 9.79749, 7.92565], [11.00792, 11.14584, 7.87320], [6.15845, 14.68315, 5.59263], [6.86124, 13.96123, 6.50866], [6.95543, 12.56045, 6.51396], [7.65605, 11.89450, 7.54606], [8.26792, 12.64766, 8.53694], [8.35781, 14.07773, 8.36003], [9.09265, 14.79346, 9.31348], [7.57777, 14.72567, 7.42127], [9.05772, 11.92906, 9.54226], [10.10700, 12.52409, 10.21236], [11.22529, 11.86736, 10.81887], [11.64270, 10.57021, 10.46909], [10.88084, 9.63562, 9.62456], [8.59640, 10.63926, 9.97246], [6.42042, 11.96558, 5.75806], [7.49701, 15.77777, 7.38388], [10.09788, 13.60139, 10.24203], [11.84462, 12.38723, 11.50214], [12.63077, 10.30076, 10.80718], [11.36679, 8.60476, 9.57949]],
  "atomic_forces_ev_per_a": [[-0.4922, -1.0982, -0.6317], [0.0880, 1.0103, -0.5357], [-0.7361, -0.4553, -1.1901], [-0.2218, -0.4311, -0.1027], [1.5097, -0.9470, -0.0906], [-1.5707, 1.6900, 1.8910], [0.6759, -1.4231, -0.2519], [-0.5499, 0.0956, -1.5775], [3.0055, -1.4676, 1.4947], [-0.4003, -0.4570, 0.0018], [-2.0261, 0.0655, 0.1662], [0.6248, -0.5979, 1.7889], [1.5997, -0.9108, -0.5165], [-0.2211, -0.6175, 1.5922], [0.3283, 1.3197, -1.3852], [0.9574, -0.4161, 0.4357], [-1.2561, 0.6864, 0.5074], [-0.3023, -0.2535, -0.1657], [-0.0286, 0.1758, 0.7029], [1.1103, -0.3082, 0.4362], [-0.2917, 0.9369, 0.1639], [0.0468, 0.1855, 0.3772], [0.1302, -0.4528, 0.0613], [0.4619, -0.4101, -0.7000], [0.0021, 0.1902, 0.5633], [-0.4243, -0.0687, 0.2065], [-0.6045, 1.5297, -1.0888], [-1.2199, 0.3861, -0.1441], [0.3617, -0.0519, 0.0393], [0.2977, 0.6648, -0.3105], [0.4839, 0.5337, -0.8398], [-1.0737, -0.6434, -0.5510], [0.5248, 0.3668, -0.8759], [0.9093, 0.5502, -0.9028], [-1.1301, 0.0846, 0.0223], [0.1686, -1.1391, 0.9887], [0.2271, -0.9767, 0.4410], [0.4399, -0.4306, -0.1604], [-0.5030, 0.3149, -0.1025], [-0.8017, 1.7319, -0.6401], [0.9575, 1.4343, -0.3330], [-0.4352, -1.0927, 1.5426], [-1.4796, -0.0578, -1.8693], [0.5676, -0.8605, 0.4853], [1.2331, 1.3176, 2.4889], [-1.1416, -0.3645, -0.4452], [0.2004, -3.8347, -1.0836], [-0.1639, 3.2475, 1.4058], [0.1749, -1.4091, -1.5678], [-0.6699, 0.0474, -0.9209], [0.2372, 0.4692, 0.1671], [0.1126, 0.9821, -0.0113], [0.6445, -0.2317, -0.4140], [0.5438, 0.6499, 0.3460], [0.0026, -0.3430, 0.2252], [-0.8834, 1.0837, 0.8672]]
}